--- one ---
Molecular formula: C4H8P2
Method: DFT, ωB97M-V with the def2-TZVPD basis set

Results
LUMO energy	0.1	eV
structure (SMILES)	C=PC.CC#P
HOMO-LUMO gap	0.3304	hartree

XYZ file:
```
14
Properties=species:S:1:pos:R:3:mulliken_charge:R:1
C 1.32569 -1.31995 -0.44209 -0.60
C -0.25321 -0.01229 1.85115 0.21
C 0.50343 0.92375 -1.80707 -0.84
C -1.63541 0.12634 1.29162 -0.48
P 0.34508 -0.91829 -1.79645 0.04
P 1.08406 -0.21590 2.62769 -0.30
H 1.80033 -0.56927 0.18659 0.20
H 1.00388 -2.21453 0.11625 0.32
H -0.58332 1.29613 -1.93456 0.24
H 1.09693 1.23755 -0.88747 0.24
H 1.08660 1.24884 -2.62815 0.39
H -1.49792 -0.14331 0.19997 0.03
H -2.42524 -0.54158 1.67852 0.31
H -1.85089 1.10250 1.54400 0.25
```

***

--- two ---
Molecular formula: C4H8P2
Method: DFT, ωB97M-V with the def2-TZVPD basis set

Results
LUMO energy (spin up / spin down)	-0.9 / -1.0	eV
HOMO-LUMO gap (spin up / spin down)	0.2789 / 0.2617	hartree

XYZ file:
```
14
Properties=species:S:1:pos:R:3:mulliken_charge:R:1
C 1.87756 -0.26042 0.18040 -0.18
C 1.16304 -0.38734 1.37691 -0.51
C -2.17425 -0.96339 -0.84423 -0.65
C -0.88040 -0.43608 -0.41177 0.05
P -2.18374 -0.15914 0.88037 -0.06
P 0.52590 -1.47798 -0.04718 -0.04
H 1.50351 0.75993 -0.53716 -0.40
H 2.90955 -0.46359 0.02100 0.40
H 1.58950 -0.91265 2.33789 0.26
H 0.38127 0.46850 1.53875 0.25
H -2.88332 -0.30037 -1.30081 0.29
H -2.42980 -2.05104 -0.73615 0.29
H 0.75894 1.48711 -0.92500 0.29
H -2.53235 1.23572 0.43229 0.02
```

***

--- three ---
Molecular formula: C4H8P2
Method: DFT, ωB97M-V with the def2-TZVPD basis set

Results
LUMO energy	0.8	eV
structure (SMILES)	C[C@H]1P2#P1[C@@H]2C
HOMO-LUMO gap	0.3515	hartree

XYZ file:
```
14
Properties=species:S:1:pos:R:3:mulliken_charge:R:1
C -0.93969 -0.75006 -0.36097 -0.02
C 1.18738 0.40640 -0.02972 -0.02
C -2.38786 -1.15592 -0.24413 -1.20
C 2.24045 1.36044 0.47664 -1.20
P -0.52968 1.07332 -0.34590 -0.14
P -0.01465 -0.31807 1.20452 -0.14
H -0.38360 -1.35071 -1.08475 0.34
H 1.56647 -0.29050 -0.78105 0.34
H -2.90276 -0.53315 0.48590 0.36
H -2.46877 -2.19600 0.07170 0.33
H -2.89273 -1.05064 -1.20439 0.33
H 1.82034 2.03510 1.22112 0.36
H 2.64082 1.95738 -0.34278 0.33
H 3.06430 0.81240 0.93381 0.33
```

***

Last place for stability: two

***

--- one ---
Molecular formula: CHBr2NO
Method: DFT, ωB97M-V with the def2-TZVPD basis set

Results
LUMO energy (spin up / spin down)	-1.0 / -1.0	eV
HOMO-LUMO gap (spin up / spin down)	0.3172 / 0.2855	hartree

XYZ file:
```
6
Properties=species:S:1:pos:R:3:mulliken_charge:R:1
C -1.30552 -0.13672 0.03938 0.29
N 1.43515 0.20652 0.84260 -0.37
O -2.17484 0.30606 0.65903 -0.28
Br -1.24180 -1.03700 -1.53367 0.00
Br 2.20976 -0.58532 -0.53041 0.09
H 1.07726 1.24646 0.52307 0.27
```

***

--- two ---
Molecular formula: CHBr2NO
Method: DFT, ωB97M-V with the def2-TZVPD basis set

Results
LUMO energy	-0.4	eV
HOMO-LUMO gap	0.3133	hartree

XYZ file:
```
6
Properties=species:S:1:pos:R:3:mulliken_charge:R:1
C -1.02762 -0.34995 0.48117 0.29
N -1.73530 -0.76757 -1.35231 -0.39
O -0.40016 0.62845 0.43971 -0.29
Br -3.63272 -0.40284 -0.91334 -0.05
Br -0.92162 0.38569 -2.34853 0.07
H -1.20791 -1.21019 1.11255 0.37
```

***

Last place for stability: one

***

--- one ---
Molecular formula: C2H9N4
Method: DFT, ωB97M-V with the def2-TZVPD basis set

Results
LUMO energy	-3.8	eV
total charge	+1
HOMO-LUMO gap	0.3543	hartree

XYZ file:
```
15
Properties=species:S:1:pos:R:3:mulliken_charge:R:1
C 1.60536 -1.85958 0.32070 -0.18
C -0.90320 -0.88479 -0.65803 0.57
N 0.30462 -1.59044 0.00077 -0.40
N -1.66341 -1.65886 -1.39496 -0.32
N -1.01094 0.37009 -0.40656 -0.35
N 0.64250 2.08237 0.52982 -0.84
H 1.68456 -2.69787 0.98074 0.30
H 2.28372 -1.08314 -0.08991 0.27
H -2.57734 -1.34487 -1.67492 0.23
H -1.40816 -2.56385 -1.76870 0.25
H -0.45793 0.94124 0.30775 0.47
H -1.89639 0.86119 -0.71593 0.21
H 0.81035 2.12955 -0.46730 0.29
H 1.41382 2.05597 1.17928 0.22
H 0.02009 2.83214 0.75307 0.27
```

***

--- two ---
Molecular formula: C2H9N4
Method: DFT, ωB97M-V with the def2-TZVPD basis set

Results
LUMO energy	-4.1	eV
total charge	+1
HOMO-LUMO gap	0.3660	hartree

XYZ file:
```
15
Properties=species:S:1:pos:R:3:mulliken_charge:R:1
C 1.89443 -0.08917 0.42605 -0.63
C -0.57551 -0.92202 -0.91227 -0.45
N -1.73154 0.27592 0.45420 -0.47
N -1.13517 -0.94517 0.33827 0.10
N 0.47607 0.26979 -0.83113 -0.25
N -0.20566 1.24182 -0.25130 -0.20
H 1.35626 -0.07825 1.35787 0.36
H 2.19795 -1.12180 -0.00738 0.28
H 2.55486 0.75005 0.23504 0.31
H -0.06517 -1.74835 -1.31152 0.40
H -1.31596 -0.51534 -1.61096 0.35
H -1.98246 0.58752 1.34602 0.23
H 0.21432 1.89049 0.40604 0.30
H -0.93778 1.68511 -0.87509 0.36
H -0.74462 -1.28059 1.23616 0.31
```

***

Last place for stability: two